(1)
{
  "formula": "C5H8B3Cl3INO3S",
  "method": "wB97M-V/def2-TZVPD",
  "e_homo_ev": -9.9,
  "homo_lumo_gap_ev": 8.782,
  "smiles": "CCCB1OB(I)OB(N=C=S)O1.ClC(Cl)Cl",
  "symbols": ["C", "C", "C", "B", "O", "B", "I", "O", "B", "N", "C", "S", "O", "H", "H", "H", "H", "H", "H", "H", "C", "Cl", "Cl", "Cl", "H"],
  "xyz": [[2.638, -0.352, 1.210], [1.687, -1.411, 0.377], [0.484, -2.089, 1.269], [-1.019, -1.515, 0.925], [-2.174, -1.478, 1.863], [-3.295, -0.682, 1.300], [-5.427, -1.248, 1.672], [-3.124, 0.553, 0.471], [-1.738, 0.471, -0.081], [-0.865, 1.706, -0.215], [-0.264, 2.032, 0.995], [0.400, 2.442, 2.526], [-1.284, -0.921, -0.433], [2.893, 0.544, 0.468], [2.131, 0.110, 2.159], [3.661, -0.913, 1.446], [2.381, -2.308, 0.006], [1.333, -0.856, -0.591], [0.495, -3.259, 1.039], [0.724, -1.993, 2.430], [0.068, 2.234, -3.651], [1.593, 1.478, -4.143], [-0.013, 3.906, -4.232], [-1.312, 1.299, -4.251], [0.027, 2.247, -2.559]]
}

---

(2)
{
  "formula": "C26H76N4O10",
  "method": "wB97M-V/def2-TZVPD",
  "e_homo_ev": -8.4,
  "homo_lumo_gap_ev": 8.782,
  "de_lowest_kcal_mol": 15.3,
  "smiles": "COC[C@H](C)N.COC[C@H](C)N.COC[C@H](C)N.COC[C@H](C)N.CCO.CCO.CCO.CCO.CCO.O",
  "symbols": ["O", "H", "H", "C", "C", "O", "H", "H", "H", "H", "H", "H", "C", "C", "O", "H", "H", "H", "H", "H", "H", "C", "C", "O", "H", "H", "H", "H", "H", "H", "C", "C", "O", "H", "H", "H", "H", "H", "H", "C", "C", "O", "H", "H", "H", "H", "H", "H", "C", "C", "C", "O", "C", "N", "H", "H", "H", "H", "H", "H", "H", "H", "H", "H", "H", "C", "C", "C", "O", "C", "N", "H", "H", "H", "H", "H", "H", "H", "H", "H", "H", "H", "C", "C", "C", "O", "C", "N", "H", "H", "H", "H", "H", "H", "H", "H", "H", "H", "H", "C", "C", "C", "O", "C", "N", "H", "H", "H", "H", "H", "H", "H", "H", "H", "H", "H"],
  "xyz": [[3.307, -0.957, -0.224], [2.740, -0.284, -0.599], [2.978, -1.079, 0.667], [2.203, -0.095, 4.542], [2.246, -1.037, 3.412], [3.072, -0.507, 2.395], [1.822, -0.651, 5.399], [1.498, 0.702, 4.304], [3.128, 0.425, 4.790], [1.273, -1.240, 2.966], [2.715, -1.920, 3.849], [3.964, -0.378, 2.725], [2.321, -1.898, -5.730], [2.148, -0.397, -5.625], [3.040, 0.115, -4.662], [2.028, -2.448, -4.836], [3.357, -2.106, -5.998], [1.672, -2.271, -6.523], [1.108, -0.143, -5.424], [2.320, 0.064, -6.598], [2.887, 1.026, -4.400], [-5.229, -0.396, -1.248], [-6.084, 0.746, -0.528], [-5.447, 1.892, -0.964], [-5.354, -0.379, -2.331], [-5.626, -1.388, -1.031], [-4.160, -0.399, -1.038], [-6.055, 0.661, 0.558], [-7.121, 0.606, -0.832], [-5.987, 2.660, -0.759], [3.016, 4.249, -4.329], [2.997, 3.219, -3.244], [2.007, 2.396, -3.730], [3.827, 4.963, -4.192], [2.105, 4.843, -4.258], [3.100, 3.791, -5.315], [2.773, 3.530, -2.224], [3.898, 2.606, -3.214], [1.260, 2.959, -3.946], [-3.195, 3.021, -3.124], [-2.668, 4.331, -2.578], [-2.612, 5.320, -3.583], [-2.991, 2.185, -2.455], [-2.717, 2.806, -4.079], [-4.280, 3.114, -3.084], [-1.632, 4.259, -2.246], [-3.269, 4.721, -1.757], [-2.278, 6.108, -3.147], [1.692, -4.185, 1.323], [0.882, -4.952, 0.245], [0.408, -4.081, -0.980], [-0.498, -4.790, -1.839], [-1.047, -3.927, -2.818], [1.782, -5.932, -0.326], [1.952, -4.833, 2.161], [1.157, -3.344, 1.765], [2.569, -3.727, 0.866], [0.097, -5.515, 0.751], [1.297, -3.733, -1.505], [-0.229, -3.310, -0.547], [-1.755, -3.202, -2.417], [-1.621, -4.502, -3.545], [-0.273, -3.416, -3.389], [1.408, -6.651, -0.930], [2.470, -5.486, -0.915], [-0.084, -0.487, -2.248], [0.164, 0.452, -1.068], [-0.064, -0.109, 0.359], [-1.427, -0.415, 0.622], [-2.256, 0.739, 0.858], [1.519, 0.982, -1.165], [0.419, -1.451, -2.172], [0.211, -0.036, -3.196], [-1.147, -0.710, -2.338], [-0.476, 1.305, -1.290], [0.285, 0.557, 1.148], [0.554, -1.006, 0.390], [-1.773, 1.582, 1.352], [-3.036, 0.401, 1.540], [-2.657, 1.100, -0.090], [1.654, 1.284, -2.119], [1.570, 1.785, -0.555], [0.170, 5.455, -0.456], [-0.124, 4.212, 0.400], [1.011, 3.608, 1.227], [2.116, 3.139, 0.448], [3.154, 2.604, 1.238], [-1.309, 4.374, 1.245], [-0.772, 5.796, -0.884], [0.819, 5.337, -1.324], [0.437, 6.366, 0.079], [-0.377, 3.354, -0.222], [0.591, 2.781, 1.800], [1.296, 4.265, 2.048], [3.556, 1.678, 0.827], [2.828, 2.432, 2.264], [3.942, 3.351, 1.335], [-1.101, 5.024, 1.991], [-1.716, 3.571, 1.701], [0.235, -4.579, 4.902], [-0.391, -3.927, 6.189], [-1.409, -2.815, 5.861], [-0.869, -1.891, 4.879], [-1.946, -1.037, 4.487], [-1.094, -5.025, 6.861], [0.831, -3.847, 4.356], [-0.519, -4.952, 4.208], [0.752, -5.500, 5.170], [0.399, -3.455, 6.774], [-1.732, -2.268, 6.746], [-2.364, -3.230, 5.538], [-1.559, -0.430, 3.668], [-2.360, -0.341, 5.217], [-2.783, -1.590, 4.061], [-1.839, -4.695, 7.457], [-1.722, -5.499, 6.227]]
}

---

(3)
{
  "formula": "CH2O2",
  "method": "wB97M-V/def2-TZVPD",
  "e_homo_ev": -11.0,
  "homo_lumo_gap_ev": 11.549,
  "de_lowest_kcal_mol": 5.1,
  "smiles": "O=CO",
  "symbols": ["C", "H", "H", "O", "O"],
  "xyz": [[-0.145, 0.335, -0.016], [1.768, 0.429, 0.100], [-0.035, 1.444, -0.010], [1.070, -0.277, -0.010], [-1.178, -0.208, 0.011]]
}

---

(4)
{
  "formula": "C16H54CuF3N24O14",
  "method": "wB97M-V/def2-TZVPD",
  "e_homo_ev": -6.5,
  "homo_lumo_gap_ev": 2.244,
  "de_lowest_kcal_mol": 330.9,
  "symbols": ["Cu", "C", "O", "O", "C", "F", "F", "F", "C", "C", "H", "H", "H", "H", "H", "H", "C", "O", "N", "N", "H", "H", "H", "H", "C", "O", "N", "N", "H", "H", "H", "H", "C", "O", "N", "N", "H", "H", "H", "H", "C", "O", "N", "N", "H", "H", "H", "H", "C", "O", "N", "N", "H", "H", "H", "H", "C", "O", "N", "N", "H", "H", "H", "H", "C", "O", "N", "N", "H", "H", "H", "H", "C", "O", "N", "N", "H", "H", "H", "H", "C", "O", "N", "N", "H", "H", "H", "H", "C", "O", "N", "N", "H", "H", "H", "H", "C", "O", "N", "N", "H", "H", "H", "H", "C", "O", "N", "N", "H", "H", "H", "H"],
  "xyz": [[-0.895, 1.374, 8.527], [-0.763, 1.023, 1.048], [-0.721, -0.125, 0.031], [-0.731, 0.426, 2.356], [0.072, 2.251, 0.728], [1.338, 1.898, 0.591], [-0.246, 2.955, -0.332], [-0.036, 3.136, 1.753], [-1.035, 0.185, -1.341], [-1.332, -0.986, -2.282], [-0.470, -1.525, -2.674], [-1.988, -1.770, -1.904], [-1.803, -0.577, -3.175], [-0.237, 0.798, -1.762], [-1.818, 0.913, -1.556], [-1.799, 1.351, 0.964], [2.293, -1.994, -9.516], [2.012, -1.722, -10.681], [1.780, -2.929, -8.742], [3.257, -1.444, -8.775], [1.032, -3.464, -9.159], [2.090, -3.206, -7.821], [3.501, -1.732, -7.838], [3.669, -0.617, -9.184], [5.609, -6.480, -5.096], [5.061, -5.385, -4.999], [5.753, -7.150, -6.193], [6.034, -7.227, -4.168], [5.238, -6.791, -6.984], [6.102, -8.097, -6.238], [6.416, -8.114, -4.462], [5.958, -7.006, -3.185], [4.426, 3.155, 7.863], [3.527, 3.124, 8.682], [5.568, 3.747, 8.034], [4.392, 2.475, 6.778], [5.773, 4.267, 8.876], [6.062, 3.999, 7.190], [5.061, 2.963, 6.200], [3.575, 2.038, 6.374], [-3.436, 8.385, -1.579], [-3.795, 8.785, -0.496], [-4.051, 7.326, -2.151], [-2.427, 8.889, -2.283], [-4.733, 7.117, -1.436], [-3.546, 6.767, -2.825], [-1.646, 9.216, -1.732], [-2.117, 8.272, -3.021], [3.534, -4.911, 1.454], [4.013, -6.047, 1.438], [4.161, -3.818, 1.588], [2.318, -4.650, 1.289], [3.600, -2.984, 1.489], [5.141, -3.798, 1.834], [1.706, -5.423, 1.069], [2.089, -3.719, 0.970], [-1.308, 4.311, -7.379], [-0.838, 5.380, -7.185], [-0.589, 3.188, -7.379], [-2.631, 4.061, -7.475], [-1.052, 2.298, -7.498], [0.391, 3.356, -7.201], [-3.297, 4.776, -7.731], [-2.792, 3.097, -7.730], [-4.225, -4.524, 5.499], [-5.197, -5.242, 5.639], [-3.262, -4.355, 6.377], [-3.915, -3.808, 4.398], [-2.550, -3.715, 6.054], [-3.266, -5.075, 7.086], [-3.118, -3.187, 4.416], [-4.490, -4.055, 3.606], [2.484, 9.457, 5.420], [3.691, 9.583, 5.460], [1.698, 10.275, 4.720], [1.704, 8.775, 6.234], [2.191, 10.739, 3.971], [0.739, 10.463, 4.976], [0.696, 8.733, 6.199], [2.072, 8.373, 7.085], [-2.571, -8.941, -1.773], [-1.998, -8.727, -0.706], [-3.622, -9.586, -2.074], [-2.112, -8.442, -2.913], [-4.022, -10.142, -1.331], [-4.040, -9.493, -2.988], [-2.791, -8.393, -3.660], [-1.375, -7.763, -3.039], [-3.972, 6.545, 7.706], [-3.329, 5.815, 8.393], [-4.547, 7.669, 8.148], [-4.018, 6.587, 6.401], [-4.336, 7.967, 9.090], [-5.281, 8.125, 7.624], [-4.657, 7.235, 5.962], [-3.814, 5.709, 5.947], [-4.301, -2.733, -9.877], [-3.784, -1.666, -9.530], [-4.537, -3.672, -9.018], [-4.504, -3.097, -11.100], [-4.843, -4.622, -9.174], [-4.437, -3.324, -8.075], [-4.912, -4.014, -11.212], [-4.243, -2.448, -11.829], [2.830, -3.025, 8.781], [1.940, -2.400, 9.315], [2.918, -3.186, 7.498], [3.969, -3.332, 9.315], [2.131, -2.813, 6.987], [3.675, -3.567, 6.948], [4.808, -3.148, 8.783], [4.100, -3.168, 10.303]]
}

---

(5)
{
  "formula": "C2H3ClN2",
  "method": "wB97M-V/def2-TZVPD",
  "e_homo_ev": -8.5,
  "homo_lumo_gap_ev": 8.685,
  "de_lowest_kcal_mol": 103.0,
  "symbols": ["C", "C", "N", "N", "Cl", "H", "H", "H"],
  "xyz": [[-0.090, 0.052, -0.451], [-1.399, 0.121, 0.092], [1.078, -0.314, -0.261], [2.281, -0.644, -0.161], [3.318, 0.716, 0.260], [-2.012, 0.671, -0.536], [-1.369, 0.266, 1.069], [-1.806, -0.868, -0.013]]
}

---

(6)
{
  "formula": "C10H16CoN2S8",
  "method": "wB97M-V/def2-TZVPD",
  "e_homo_ev": [-4.1, -4.1],
  "charge": -1,
  "homo_lumo_gap_ev": [6.515, 6.187],
  "symbols": ["Co", "S", "C", "S", "S", "C", "N", "C", "C", "C", "N", "C", "C", "H", "H", "H", "H", "H", "H", "H", "H", "H", "H", "H", "H", "H", "H", "H", "H", "S", "C", "S", "C", "C", "S", "S", "S"],
  "xyz": [[-0.047, 0.833, -0.360], [-2.323, 3.995, -2.663], [-1.510, 2.818, -1.826], [-0.726, 3.117, -0.335], [-1.367, 1.192, -2.349], [-0.239, -1.770, -1.985], [0.160, -1.392, -0.629], [1.534, -1.851, -0.408], [-0.725, -1.977, 0.377], [-2.051, -1.243, 0.443], [-1.870, 0.170, 0.795], [-3.093, 0.912, 0.459], [-1.642, 0.323, 2.236], [-0.111, -2.851, -2.140], [0.379, -1.228, -2.699], [-1.277, -1.505, -2.175], [1.596, -2.945, -0.501], [1.866, -1.552, 0.585], [2.187, -1.390, -1.147], [-0.218, -1.905, 1.341], [-0.905, -3.042, 0.171], [-2.704, -1.741, 1.173], [-2.547, -1.281, -0.527], [-3.945, 0.515, 1.028], [-3.298, 0.831, -0.605], [-2.958, 1.962, 0.703], [-2.539, 0.028, 2.797], [-1.408, 1.363, 2.453], [-0.802, -0.285, 2.564], [7.065, 1.506, 0.998], [5.449, 1.382, 0.705], [4.745, 1.511, -0.868], [3.067, 1.253, -0.415], [2.843, 1.071, 0.902], [1.293, 0.815, 1.610], [4.264, 1.109, 1.933], [1.856, 1.251, -1.641]]
}

---

(7)
{
  "formula": "C7H13N2",
  "method": "wB97M-V/def2-TZVPD",
  "e_homo_ev": [-11.3, -11.3],
  "charge": 1,
  "homo_lumo_gap_ev": [7.163, 7.164],
  "de_lowest_kcal_mol": 144.4,
  "symbols": ["C", "C", "C", "C", "C", "C", "C", "N", "N", "H", "H", "H", "H", "H", "H", "H", "H", "H", "H", "H", "H", "H"],
  "xyz": [[-0.926, -1.737, -0.508], [-2.680, -0.189, 0.011], [-3.647, 0.651, 0.040], [0.318, -0.970, -0.206], [-0.054, 0.425, 0.333], [1.441, -1.938, 0.369], [-0.116, 1.469, -0.785], [-2.087, -1.218, -0.366], [1.126, 0.833, 1.161], [-0.971, -2.693, -0.924], [-4.615, 0.526, -0.510], [-3.368, 1.695, 0.338], [0.582, -0.726, -1.300], [2.330, -1.368, 0.253], [1.412, -2.839, -0.190], [1.200, -2.184, 1.417], [-0.795, 2.274, -0.589], [-0.679, 1.076, -1.689], [0.832, 1.767, -1.201], [1.404, 0.391, 2.171], [0.943, 1.817, 1.478], [2.005, 0.978, 0.752]]
}

---

The records above yield total energy values of -2626.97506 -2007.41734 -189.78066 -4949.56239 -647.55767 -5068.55671 -383.58708 hartree, respectively.